(1)
# C33H47FO15

A cluster of 8 separate species, C33H47FO15 in total (ωB97M-V/def2-TZVPD, the Open Molecules 2025 dataset).

Results
Total charge = 0
SMILES = COC(=O)OC.COC(=O)OC.COC(=O)OC.COC(=O)OC.COC(=O)OC.Fc1ccccc1.c1ccccc1.c1ccccc1
Molecular weight = 702.722 g mol⁻¹

Last column: Löwdin charge in e.
CARTESIAN COORDINATES (ANGSTROEM)
C (-1.978149, -3.057672, 7.205837)  -0.045
O (-1.252086, -3.089958, 5.982870)  0.004
C (-1.937225, -2.687721, 4.905907)  -0.633
O (-3.127401, -2.542831, 4.877153)  0.131
O (-1.084430, -2.492575, 3.927059)  0.003
C (-1.600861, -2.280431, 2.625130)  -0.036
H (-2.199228, -2.041154, 7.527700)  0.099
H (-1.380664, -3.507274, 7.996155)  0.092
H (-2.871154, -3.668050, 7.075509)  0.095
H (-0.762967, -2.003313, 1.995860)  0.084
H (-2.452221, -1.603564, 2.564208)  0.075
H (-1.975172, -3.221887, 2.205976)  0.109
C (0.025732, -0.945152, -5.235376)  -0.018
O (-0.048684, 0.398164, -5.732325)  0.012
C (-0.787051, 0.531451, -6.830264)  -0.623
O (-1.392740, -0.340320, -7.388497)  0.131
O (-0.706576, 1.800055, -7.225881)  0.013
C (-1.310088, 2.113294, -8.448732)  -0.069
H (-0.957525, -1.347678, -4.984308)  0.085
H (0.572253, -0.881827, -4.302081)  0.063
H (0.477183, -1.567058, -6.004553)  0.105
H (-0.818806, 1.677957, -9.323399)  0.100
H (-1.324506, 3.184418, -8.641403)  0.093
H (-2.352170, 1.784893, -8.485205)  0.098
C (5.657709, -0.216282, 6.792380)  -0.046
O (4.661829, 0.313585, 5.916386)  0.001
C (4.312093, -0.517885, 4.926869)  -0.615
O (4.547249, -1.690362, 4.858469)  0.131
O (3.634789, 0.210770, 4.037492)  0.009
C (3.289333, -0.472219, 2.838213)  -0.034
H (5.894191, 0.543293, 7.530521)  0.091
H (6.578432, -0.456472, 6.257733)  0.098
H (5.288002, -1.124284, 7.266924)  0.094
H (2.461442, 0.033141, 2.354297)  0.058
H (3.059592, -1.511231, 3.057838)  0.098
H (4.105689, -0.396923, 2.113138)  0.104
C (-2.497497, 2.137630, 0.311507)  -0.006
O (-2.996183, 0.804814, 0.540253)  -0.033
C (-4.071531, 0.686150, 1.314864)  -0.625
O (-4.757483, 1.590611, 1.703135)  0.141
O (-4.225315, -0.603403, 1.598931)  -0.028
C (-5.484455, -0.972049, 2.135505)  -0.036
H (-2.892465, 2.445660, -0.654954)  0.104
H (-1.414655, 2.087046, 0.287666)  0.066
H (-2.828932, 2.800028, 1.105800)  0.100
H (-5.675393, -2.015790, 1.903166)  0.095
H (-6.299186, -0.387730, 1.704069)  0.098
H (-5.544499, -0.823188, 3.213483)  0.101
C (2.537365, 3.977044, 2.491758)  -0.025
O (2.055776, 2.679562, 2.798417)  -0.005
C (0.762221, 2.496478, 2.959024)  -0.630
O (-0.117956, 3.304781, 2.827757)  0.133
O (0.581375, 1.239433, 3.368724)  -0.008
C (-0.746484, 0.860154, 3.677059)  -0.020
H (1.886672, 4.431603, 1.731931)  0.098
H (3.560525, 3.889992, 2.160569)  0.095
H (2.362108, 4.682812, 3.309353)  0.101
H (-0.707008, -0.146470, 4.087052)  0.088
H (-1.370548, 0.848049, 2.779496)  0.082
H (-1.225536, 1.498559, 4.419525)  0.110
F (2.193254, 1.401862, 0.102436)  0.061
C (1.511057, 0.374361, -0.438086)  -0.278
C (2.055947, -0.409336, -1.416146)  -0.013
C (1.319858, -1.467866, -1.947125)  -0.092
C (0.055926, -1.734534, -1.439026)  -0.079
C (-0.506571, -0.889012, -0.485216)  -0.074
C (0.246499, 0.123804, 0.080606)  -0.006
H (3.054820, -0.226817, -1.795062)  0.121
H (1.663750, -2.102917, -2.751477)  0.106
H (-0.566690, -2.462702, -1.947411)  0.100
H (-1.573196, -0.955631, -0.302212)  0.095
H (-0.227464, 0.759782, 0.816591)  0.083
C (-3.981929, -4.810359, -4.115627)  -0.091
C (-3.527523, -3.522707, -4.349351)  -0.095
C (-3.495875, -2.605395, -3.311540)  -0.108
C (-3.838612, -2.987734, -2.023966)  -0.100
C (-4.273750, -4.284679, -1.776563)  -0.093
C (-4.365987, -5.185200, -2.829677)  -0.094
H (-3.937230, -5.570316, -4.884793)  0.101
H (-3.097721, -3.266272, -5.311008)  0.102
H (-3.180013, -1.575106, -3.433296)  0.099
H (-3.766343, -2.256020, -1.227907)  0.092
H (-4.487051, -4.605786, -0.765127)  0.099
H (-4.697889, -6.188473, -2.593169)  0.100
C (5.400971, 4.929544, -3.716329)  -0.099
C (5.646325, 4.403170, -2.462898)  -0.101
C (4.775286, 3.477803, -1.883091)  -0.090
C (3.647965, 3.077026, -2.585391)  -0.090
C (3.472968, 3.522413, -3.892454)  -0.095
C (4.287450, 4.501011, -4.432671)  -0.096
H (6.036665, 5.698682, -4.136904)  0.100
H (6.465478, 4.730547, -1.833631)  0.099
H (4.963544, 3.158329, -0.866860)  0.096
H (2.867271, 2.452463, -2.171981)  0.080
H (2.627735, 3.156495, -4.465677)  0.101
H (4.094318, 4.900917, -5.419676)  0.100

Forces on atoms 1 to 6 (eV/Å):
C -0.4 -0.5 0.3
O 0.6 0.4 0.0
C -0.2 -0.3 0.9
O -0.5 0.2 -0.3
O 0.7 0.0 -0.2
C -0.6 -0.8 -0.9

=====

(2)
# C33H47N4O6P2PtS

A structure of composition C33H47N4O6P2PtS (ωB97M-V/def2-TZVPD, the Open Molecules 2025 dataset).

Results
Total charge = +3
Molecular weight = 884.854 g mol⁻¹

Last column: Löwdin charge in e.
CARTESIAN COORDINATES (ANGSTROEM)
Pt (0.958546, -0.740003, -1.072710)  1.261
C (1.515317, 3.235129, 4.290189)  -0.017
C (0.296373, 2.377584, 4.044075)  -0.389
C (-1.000804, 3.132901, 4.227489)  -0.020
O (0.392607, 1.884729, 2.647916)  -0.157
P (0.079313, 0.462752, 2.119395)  0.466
O (0.891355, 0.217258, 0.886609)  -0.360
C (-1.664645, 0.362135, 1.686287)  -0.164
P (-1.842371, 0.802439, -0.051878)  0.500
O (-1.148430, -0.194271, -0.954387)  -0.380
O (-1.249801, 2.210531, -0.349740)  -0.164
C (-1.559180, 3.465511, 0.373118)  -0.396
C (-0.295540, 4.295130, 0.354731)  -0.022
C (-2.719673, 4.169055, -0.293831)  -0.014
O (-3.387890, 0.791884, -0.221422)  -0.151
C (-4.090070, 1.028514, -1.505660)  -0.399
C (-4.105497, -0.253249, -2.318735)  -0.032
C (-5.481679, 1.506003, -1.168608)  -0.023
O (0.217322, -0.601659, 3.251761)  -0.177
C (1.427322, -1.167113, 3.901690)  -0.381
C (1.392566, -0.842499, 5.380980)  -0.025
C (2.717400, -0.728735, 3.239041)  -0.030
H (1.532584, 3.548417, 5.333459)  0.106
H (1.488508, 4.126216, 3.661933)  0.096
H (2.433994, 2.690895, 4.071773)  0.082
H (0.309804, 1.510737, 4.703011)  0.116
H (-1.034627, 4.001947, 3.568546)  0.089
H (-1.059658, 3.488613, 5.255394)  0.107
H (-1.871748, 2.502362, 4.040208)  0.079
H (-2.292333, 0.986949, 2.321617)  0.093
H (-1.994820, -0.671623, 1.792451)  0.080
H (-1.822547, 3.207439, 1.401984)  0.119
H (-0.062918, 4.596365, -0.667300)  0.094
H (0.546206, 3.737953, 0.763800)  0.077
H (-0.449983, 5.194186, 0.950929)  0.102
H (-2.499174, 4.352854, -1.346095)  0.103
H (-2.881103, 5.128936, 0.195534)  0.107
H (-3.639274, 3.592372, -0.214930)  0.064
H (-3.546153, 1.807451, -2.044984)  0.141
H (-4.677789, -1.018418, -1.791407)  0.095
H (-3.089408, -0.612821, -2.487313)  0.055
H (-4.579701, -0.064005, -3.280630)  0.101
H (-6.017971, 0.752539, -0.591242)  0.100
H (-6.027701, 1.690340, -2.093231)  0.105
H (-5.467737, 2.431613, -0.595989)  0.079
H (1.296603, -2.243516, 3.779285)  0.137
H (1.811637, 0.143062, 5.586332)  0.087
H (1.987499, -1.580332, 5.918443)  0.105
H (0.373727, -0.892270, 5.764025)  0.099
H (2.815325, 0.358951, 3.254564)  0.086
H (2.779735, -1.060013, 2.201534)  0.060
H (3.552927, -1.154796, 3.792835)  0.109
C (-0.458579, -2.478742, -5.933654)  0.008
N (-0.885064, -3.044904, -4.651791)  -0.096
C (-1.690826, -4.158985, -4.490992)  0.023
C (-1.845843, -4.355024, -3.175697)  0.015
N (-1.126939, -3.347632, -2.520466)  0.039
C (-0.532917, -2.567430, -3.456104)  -0.580
S (0.548925, -1.229419, -3.360694)  0.861
C (-1.151529, -3.199121, -1.109989)  -0.250
C (-2.284390, -3.589487, -0.418195)  0.038
C (-2.253284, -3.586309, 0.965581)  0.014
C (-1.080931, -3.215702, 1.609007)  -0.021
C (-0.021793, -2.794259, 0.832567)  -0.136
N (-0.049585, -2.751548, -0.515642)  0.011
H (-0.866258, -3.085624, -6.735553)  0.111
H (0.628576, -2.479182, -6.000506)  0.102
H (-0.824809, -1.458412, -6.034227)  0.106
H (-2.067147, -4.725662, -5.325127)  0.152
H (-2.371999, -5.133723, -2.654905)  0.144
H (-3.176212, -3.895776, -0.945638)  0.132
H (-3.131494, -3.876427, 1.527792)  0.139
H (-0.991676, -3.236518, 2.686156)  0.129
H (0.904584, -2.480104, 1.298702)  0.097
C (4.324135, -3.531202, -0.574792)  -0.004
C (5.407295, -2.762113, -0.981508)  0.015
C (5.201699, -1.445020, -1.358029)  0.048
C (3.919068, -0.913325, -1.322801)  -0.191
N (2.882279, -1.684527, -0.919650)  -0.002
C (3.072195, -2.953011, -0.552281)  -0.091
C (3.553463, 0.421152, -1.745944)  -0.182
C (4.453068, 1.423516, -2.119548)  0.015
C (3.982422, 2.602496, -2.663388)  -0.025
C (2.611146, 2.809306, -2.810915)  -0.026
C (1.706920, 1.829660, -2.413882)  -0.091
C (2.189758, 0.668063, -1.856109)  -0.284
H (4.441956, -4.564581, -0.283125)  0.130
H (6.402600, -3.185529, -1.004665)  0.137
H (6.028996, -0.840057, -1.696149)  0.130
H (2.205952, -3.518269, -0.242077)  0.102
H (5.517147, 1.275180, -1.996762)  0.126
H (4.680505, 3.356597, -2.999592)  0.127
H (2.250213, 3.737480, -3.233033)  0.124
H (0.641924, 1.997747, -2.527218)  0.108

Forces on atoms 1 to 6 (eV/Å):
Pt 0.1 -1.3 -0.6
C 0.0 0.0 -0.2
C 0.0 0.2 0.4
C 0.0 0.0 -0.2
O 0.1 -0.1 -0.2
P -0.2 0.0 0.6

=====

no.,LUMO (Eh),orbital gap (eV),E_HOMO (eV)
1,0.01887,9.878,-9.36
2,-0.35886,6.541,-16.31